[1]
{"formula": "C25H30Cl21O3PS", "method": "ωB97M-V with the def2-TZVPD basis set", "elements": ["C", "C", "C", "C", "C", "C", "C", "P", "S", "C", "O", "C", "C", "C", "C", "C", "C", "O", "C", "C", "C", "C", "O", "H", "H", "H", "H", "H", "H", "H", "H", "H", "H", "H", "H", "H", "H", "H", "H", "H", "H", "H", "H", "H", "H", "H", "C", "Cl", "Cl", "Cl", "H", "C", "Cl", "Cl", "Cl", "H", "C", "Cl", "Cl", "Cl", "H", "C", "Cl", "Cl", "Cl", "H", "C", "Cl", "Cl", "Cl", "H", "C", "Cl", "Cl", "Cl", "H", "C", "Cl", "Cl", "Cl", "H"], "positions_angstrom": [[0.065, -3.659, -1.937], [1.458, -3.393, -2.783], [0.963, -3.001, -4.331], [2.333, -2.105, -2.259], [2.432, -1.952, -0.630], [1.985, -0.438, -0.077], [1.228, -0.238, 1.224], [0.727, -1.725, 2.380], [1.060, -1.294, 4.288], [0.807, 1.313, 1.686], [0.750, 1.730, 2.954], [0.484, 2.366, 0.428], [-0.622, 3.603, 0.579], [-0.833, 4.535, -0.790], [-1.897, 5.789, -0.730], [-3.421, 5.145, -0.489], [-3.552, 3.689, -1.233], [-4.503, 6.035, -0.958], [-0.046, 4.277, -2.208], [1.054, 3.066, -2.328], [1.314, 2.134, -1.003], [2.425, 0.890, -0.993], [3.604, 0.957, -1.635], [0.354, -4.251, -0.947], [-0.456, -2.641, -1.654], [-0.615, -4.386, -2.565], [2.106, -4.386, -2.924], [0.115, -2.178, -4.166], [0.533, -3.917, -4.919], [1.825, -2.423, -4.919], [3.430, -2.251, -2.701], [1.888, -1.155, -2.813], [1.916, -2.824, -0.022], [3.592, -2.030, -0.360], [-0.698, -2.047, 2.224], [1.558, -2.909, 2.127], [-1.214, 3.818, 1.592], [-1.851, 6.489, -1.681], [-1.619, 6.469, 0.203], [-3.583, 4.958, 0.666], [-3.129, 3.716, -2.334], [-4.700, 3.403, -1.327], [-3.019, 2.803, -0.685], [-5.298, 5.514, -1.291], [-0.215, 4.951, -3.151], [1.636, 2.854, -3.341], [-2.200, -4.859, 0.815], [-1.351, -3.313, 0.638], [-1.157, -6.202, 0.320], [-2.749, -5.079, 2.485], [-3.078, -4.846, 0.162], [5.339, -0.777, -5.103], [3.788, -0.047, -4.651], [5.171, -2.532, -5.284], [5.955, -0.053, -6.598], [6.058, -0.580, -4.303], [7.053, -1.240, -0.732], [5.896, -2.024, 0.357], [8.715, -1.636, -0.264], [6.749, -1.717, -2.411], [6.922, -0.158, -0.653], [0.150, -5.077, 5.214], [-1.400, -4.348, 5.665], [-0.017, -6.832, 5.033], [0.766, -4.354, 3.718], [0.869, -4.881, 6.013], [-3.555, -1.105, 4.456], [-2.791, -1.643, 2.950], [-5.133, -0.371, 4.125], [-3.723, -2.458, 5.587], [-2.913, -0.349, 4.916], [-7.802, -2.389, 6.232], [-9.271, -1.749, 5.477], [-7.735, -1.938, 7.944], [-7.726, -4.150, 6.050], [-6.937, -1.953, 5.727], [1.223, 8.693, -1.525], [-0.327, 9.423, -1.074], [1.056, 6.939, -1.706], [1.839, 9.417, -3.021], [1.942, 8.890, -0.726]], "mulliken_charge": [-0.67, 0.14, -1.01, -0.08, 0.93, 0.41, 0.14, 0.62, -0.36, 0.01, -0.53, 0.39, -0.62, 0.62, -0.69, 0.33, -0.99, -0.53, -0.71, -0.51, 0.22, 0.21, -0.48, 0.06, 0.19, 0.26, 0.25, 0.27, 0.35, 0.20, -0.07, 0.11, -0.20, -0.75, -0.33, 0.07, 0.28, 0.26, 0.26, 0.12, 0.22, 0.38, 0.23, 0.32, 0.47, 0.30, -0.16, 0.02, -0.12, -0.05, 0.41, 0.19, -0.05, -0.11, -0.14, 0.09, 0.09, -0.15, -0.13, -0.13, 0.24, -0.27, -0.02, -0.12, -0.09, 0.40, 0.02, -0.01, -0.15, -0.15, 0.29, 0.63, -0.13, -0.12, -0.13, -0.23, -0.04, -0.12, 0.00, -0.13, 0.31], "smiles": "CC(C)CCC1=C([PH2]=S)C(=O)c2cc(C[C@H](C)O)ccc2C1=O.ClC(Cl)Cl.ClC(Cl)Cl.ClC(Cl)Cl.ClC(Cl)Cl.ClC(Cl)Cl.ClC(Cl)Cl.ClC(Cl)Cl", "max_force_ev_per_a": 8.5, "gap_ha": 0.2289, "energy_ev": -315631.3282}

***

[2]
{"formula": "C33H81N6O20V", "method": "ωB97M-V with the def2-TZVPD basis set", "elements": ["O", "V", "O", "O", "C", "O", "O", "H", "O", "C", "O", "O", "H", "O", "C", "O", "O", "H", "C", "O", "C", "C", "N", "C", "C", "O", "C", "H", "H", "H", "H", "H", "H", "H", "H", "H", "H", "H", "H", "H", "H", "H", "C", "O", "C", "C", "N", "C", "C", "O", "C", "H", "H", "H", "H", "H", "H", "H", "H", "H", "H", "H", "H", "H", "H", "H", "C", "O", "C", "C", "N", "C", "C", "O", "C", "H", "H", "H", "H", "H", "H", "H", "H", "H", "H", "H", "H", "H", "H", "H", "C", "C", "C", "O", "C", "N", "H", "H", "H", "H", "H", "H", "H", "H", "H", "H", "H", "C", "C", "C", "O", "C", "N", "H", "H", "H", "H", "H", "H", "H", "H", "H", "H", "H", "C", "C", "C", "O", "C", "N", "H", "H", "H", "H", "H", "H", "H", "H", "H", "H", "H"], "positions_angstrom": [[0.711, -1.299, -0.295], [1.530, -0.132, -1.010], [1.318, 1.203, -0.119], [5.007, 2.273, -2.611], [3.858, 1.699, -2.918], [3.410, 1.640, -4.057], [3.265, 1.038, -2.080], [5.075, 2.070, -1.675], [-2.426, 0.345, -2.958], [-1.126, 0.403, -3.273], [-0.676, 0.483, -4.428], [-0.256, 0.431, -2.396], [-2.214, 0.121, -2.049], [1.857, -3.768, -2.659], [1.749, -2.588, -3.324], [1.336, -2.629, -4.482], [2.028, -1.470, -2.894], [1.276, -4.291, -3.217], [2.134, -6.056, -6.725], [2.133, -7.077, -5.734], [1.586, -6.674, -4.451], [0.067, -6.457, -4.397], [-0.315, -5.420, -3.435], [-0.461, -5.928, -2.060], [-0.907, -4.918, -1.022], [-2.195, -4.317, -1.253], [-2.369, -3.141, -0.495], [2.562, -5.161, -6.275], [1.102, -5.834, -6.996], [2.774, -6.284, -7.577], [2.111, -5.808, -4.049], [1.851, -7.444, -3.727], [-0.547, -7.358, -4.380], [-0.103, -6.084, -5.407], [-1.173, -4.963, -3.709], [0.538, -6.314, -1.859], [-1.121, -6.795, -2.039], [-0.179, -4.109, -0.960], [-0.843, -5.374, -0.034], [-1.527, -2.453, -0.564], [-2.587, -3.377, 0.547], [-3.240, -2.587, -0.844], [-4.707, 6.844, -2.465], [-3.578, 6.054, -2.196], [-2.867, 5.582, -3.346], [-2.028, 4.407, -2.944], [-0.707, 4.928, -2.451], [0.158, 3.845, -2.008], [1.540, 4.496, -1.732], [1.293, 5.445, -0.688], [2.323, 6.381, -0.543], [-5.096, 7.136, -1.490], [-5.468, 6.259, -2.981], [-4.406, 7.682, -3.095], [-2.234, 6.299, -3.869], [-3.563, 5.221, -4.103], [-1.794, 3.824, -3.835], [-2.508, 3.777, -2.195], [-0.905, 5.578, -1.704], [0.336, 3.037, -2.717], [-0.183, 3.406, -1.070], [1.738, 4.879, -2.733], [2.397, 3.858, -1.514], [2.101, 6.912, 0.383], [2.256, 7.107, -1.353], [3.313, 5.929, -0.481], [-0.810, 1.143, 6.120], [-0.611, 1.779, 4.844], [0.414, 1.188, 4.008], [0.833, 2.171, 2.909], [0.868, 3.562, 3.497], [1.063, 4.608, 2.523], [0.661, 5.936, 3.131], [-0.715, 5.961, 3.587], [-0.927, 7.225, 4.283], [-1.686, 1.661, 6.511], [0.054, 1.450, 6.710], [-0.965, 0.075, 5.969], [0.056, 0.263, 3.557], [1.213, 0.846, 4.666], [0.102, 2.208, 2.100], [1.789, 1.931, 2.443], [-0.023, 3.759, 3.930], [0.433, 4.438, 1.650], [2.124, 4.621, 2.275], [0.787, 6.705, 2.369], [1.261, 6.131, 4.021], [-0.111, 7.536, 4.934], [-1.798, 7.128, 4.932], [-1.077, 8.069, 3.610], [3.711, -1.511, 2.409], [3.789, -0.254, 1.444], [5.224, 0.354, 1.432], [5.356, 1.428, 0.545], [4.662, 2.681, 0.759], [3.428, -0.785, 0.090], [4.550, -2.204, 2.367], [2.704, -1.920, 2.320], [3.792, -1.088, 3.411], [3.085, 0.516, 1.758], [5.937, -0.408, 1.120], [5.661, 0.643, 2.388], [4.998, 3.200, 1.656], [3.597, 2.645, 0.988], [4.714, 3.263, -0.161], [3.698, -1.755, 0.004], [4.081, -0.304, -0.512], [0.670, -6.648, 5.070], [-0.644, -6.434, 4.288], [-0.528, -5.344, 3.192], [-0.006, -4.158, 3.693], [0.004, -3.086, 2.796], [-1.142, -7.743, 3.882], [1.059, -5.752, 5.554], [1.477, -6.981, 4.418], [0.447, -7.400, 5.827], [-1.465, -6.090, 4.916], [-1.478, -5.109, 2.712], [0.055, -5.691, 2.339], [0.273, -3.329, 1.768], [0.665, -2.311, 3.182], [-1.031, -2.749, 2.729], [-2.033, -7.563, 3.442], [-1.271, -8.322, 4.700], [-5.180, -0.698, -1.982], [-5.311, -0.080, -0.644], [-4.099, 0.749, -0.169], [-3.021, -0.121, 0.293], [-2.086, 0.598, 1.023], [-6.560, 0.667, -0.550], [-5.998, -1.395, -2.164], [-4.281, -1.311, -2.050], [-5.106, 0.127, -2.691], [-5.344, -0.864, 0.113], [-4.375, 1.363, 0.689], [-3.733, 1.368, -0.987], [-1.657, 1.372, 0.387], [-1.223, 0.002, 1.318], [-2.527, 1.074, 1.899], [-6.250, 1.526, -0.982], [-6.649, 0.958, 0.413]], "mulliken_charge": [0.00, 0.60, 0.72, -0.66, 0.54, -0.75, -0.18, 0.32, -0.41, 0.83, -0.30, -0.32, 0.00, -0.33, 0.15, -0.73, -0.65, 0.12, -0.60, -0.43, -0.25, -0.61, -0.17, -1.03, 0.64, -0.49, 0.07, 0.25, 0.25, 0.26, 0.25, 0.30, 0.26, 0.41, 0.19, 0.34, 0.47, -0.19, 0.08, -0.09, 0.21, -0.09, -0.79, -0.24, -0.81, -0.19, -0.31, 0.13, -0.55, -0.08, -0.86, 0.23, 0.31, 0.31, 0.35, 0.47, 0.38, 0.05, 0.29, 0.12, -0.10, 0.45, -0.01, 0.18, 0.28, 0.27, -0.82, -0.34, -0.33, 1.03, -0.38, 0.13, -0.83, -0.33, -0.77, 0.24, 0.35, 0.26, -0.04, 0.64, -0.35, -0.70, 0.46, 0.00, 0.10, 0.40, 0.37, 0.32, 0.26, 0.29, -1.91, 2.47, -1.23, -0.36, -0.67, -0.22, 0.39, 0.39, 0.46, -1.53, 0.32, 0.40, 0.44, 0.17, 0.34, 0.30, 0.30, -1.37, 0.51, -0.65, -0.43, -0.16, -0.74, 0.30, 0.32, 0.40, 0.26, 0.32, 0.28, 0.16, 0.00, 0.33, 0.26, 0.24, -1.29, 0.28, -0.32, -0.17, -0.59, -0.77, 0.33, 0.25, 0.29, 0.34, 0.49, -0.10, 0.16, 0.04, 0.46, 0.34, 0.33], "multiplicity": 2, "max_force_ev_per_a": 6.5, "gap_ha": [0.2625, 0.1369], "charge": -1, "energy_ev": -111107.4785}